Entry 1:
Computed, not measured: a structure of composition C12H16BF7N3O5S3 at a distorted geometry, with the ωB97M-V functional and the def2-TZVPD basis.

```
47
Properties=species:S:1:pos:R:3
C 0.5589 -1.6007 0.4998
B 0.3091 -0.5983 -0.7108
O 1.3937 0.1405 -1.1816
C -1.1848 -0.4907 -1.4034
F -1.6951 -1.7940 -1.3367
C -0.9188 -0.1104 -2.8605
N -1.0844 0.1436 -3.9392
C -2.0937 0.5493 -0.6767
S -1.0362 2.0761 -0.4802
C -2.3524 0.0868 0.7251
N -2.7193 -0.1694 1.7566
C -3.3831 0.9867 -1.4673
C -4.7434 0.4277 -0.9567
C -5.0684 -1.0726 -1.2862
C -4.7348 -2.0583 -0.0957
C -4.5146 -1.6017 -2.6412
H 1.5543 -1.4170 0.9351
H 0.5962 -2.6211 0.0452
H -0.2635 -1.6148 1.2366
H 1.6604 -0.2301 -2.0394
H -0.9684 2.6813 -1.6980
H -3.3295 0.8039 -2.5529
H -3.4457 2.0859 -1.3555
H -4.9136 0.5772 0.1263
H -5.5312 1.0309 -1.4598
H -6.1748 -1.1285 -1.3714
H -4.7641 -1.4798 0.8402
H -3.8023 -2.6197 -0.2540
H -5.5762 -2.7799 -0.0346
H -4.4588 -2.7082 -2.5535
H -5.2182 -1.4201 -3.4784
H -3.4988 -1.2697 -2.8983
C 7.6277 1.0504 3.5067
F 8.6816 0.3327 3.9212
F 7.0172 1.5287 4.6064
F 8.1109 2.1170 2.8437
S 6.4893 0.0565 2.4694
O 6.0533 -1.0090 3.3318
O 7.2895 -0.3495 1.3450
N 5.4339 1.2092 2.1952
S 4.2028 0.7916 1.2880
O 3.2558 -0.1149 1.8848
O 4.4920 0.5542 -0.1004
C 3.3579 2.4191 1.3115
F 4.1302 3.3961 0.8008
F 3.0387 2.8058 2.5607
F 2.2206 2.4073 0.6025
```

Calculated values
- net charge = -1
- E_HOMO (eV) = -6.559
- multiplicity = 1
- largest force on an atom (eV/Å) = 5.47

Which charges does natural (NBO) predict for the atoms? In e, they are: -1.053 1.077 -0.905 -0.057 -0.348 0.262 -0.308 -0.250 0.039 0.286 -0.280 -0.420 -0.403 -0.213 -0.620 -0.621 0.294 0.250 0.244 0.504 0.153 0.241 0.232 0.217 0.210 0.195 0.217 0.219 0.201 0.213 0.206 0.210 0.705 -0.321 -0.324 -0.324 2.240 -0.934 -0.935 -1.205 2.245 -0.947 -0.934 0.707 -0.325 -0.324 -0.319

Entry 2:
Computed, not measured: a cluster of 2 separate species, C4H9NO2 in total, with the ωB97M-V functional and the def2-TZVPD basis.

```
16
Properties=species:S:1:pos:R:3
C -0.1937 -2.5819 -1.6911
O 0.0771 -2.4054 -0.3085
N -0.7296 -1.3664 0.1498
C -0.8390 -1.1710 1.3589
O -1.0515 -0.8372 2.4596
H 0.5177 -3.3432 -2.0176
H -1.2214 -2.9301 -1.8480
H -0.0266 -1.6482 -2.2392
C 0.7854 1.9223 1.1839
C 0.0796 2.1492 -0.1516
H 1.6230 1.2237 1.0769
H 1.1860 2.8576 1.5905
H 0.1036 1.5054 1.9334
H -0.7577 2.8478 -0.0463
H 0.7649 2.5670 -0.8972
H -0.3181 1.2105 -0.5535
```

Calculated values
- E_HOMO (eV) = -9.706
- SMILES string = CON=C=O.CC
- multiplicity = 1
- largest force on an atom (eV/Å) = 0.87

Which charges does natural (NBO) predict for the atoms? In e, they are: -0.248 -0.353 -0.337 0.846 -0.468 0.199 0.180 0.184 -0.611 -0.611 0.201 0.204 0.206 0.201 0.200 0.208

Entry 3:
Computed, not measured: a structure of composition C27H50BrMoN6O8P, with the ωB97M-V functional and the def2-TZVPD basis.

```
94
Properties=species:S:1:pos:R:3
Mo 0.1177 -0.2178 -0.3031
N -0.1885 -0.5794 1.9028
C -1.3627 -1.4846 1.9846
C -1.6631 -2.0315 3.3774
C -0.5815 -2.8307 4.1126
C -0.2151 -4.1930 3.5229
N -1.3649 -5.0388 3.2334
C -2.0087 -5.8078 4.0955
N -3.1373 -6.4108 3.7194
N -1.5578 -5.9965 5.3392
C -1.2702 -2.5248 0.8600
O -1.7601 -3.6338 0.9682
O -0.6574 -2.1093 -0.2032
H 0.6215 -0.9727 2.3786
H -0.4147 0.3005 2.3585
H -2.2182 -0.8610 1.6923
H -2.5692 -2.6333 3.2836
H -1.9427 -1.1864 4.0109
H -0.9306 -2.9664 5.1391
H 0.3460 -2.2577 4.2085
H 0.4817 -4.7217 4.1767
H 0.3070 -4.0900 2.5723
H -1.7944 -4.8210 2.3315
H -3.4958 -6.2977 2.7861
H -3.6183 -7.0505 4.3276
H -0.6683 -5.6322 5.6279
H -2.0084 -6.6483 5.9584
C 4.4351 1.0044 -1.2096
C 4.7921 -0.2747 -0.4623
N 4.1197 -1.4743 -0.9851
C 4.9699 -2.4041 -1.7532
C 5.3030 -1.8731 -3.1351
C 2.8216 -1.6664 -0.8247
C 2.1496 -2.8229 -1.4956
N 2.0912 -0.8405 -0.0758
H 5.0251 1.8256 -0.8041
H 3.3825 1.2785 -1.1278
H 4.6754 0.9069 -2.2663
H 4.5952 -0.1960 0.6116
H 5.8600 -0.4664 -0.5516
H 4.4727 -3.3680 -1.8100
H 5.8745 -2.5552 -1.1618
H 4.3996 -1.6807 -3.7139
H 5.9037 -2.6036 -3.6741
H 5.8784 -0.9499 -3.0818
H 2.4266 -2.8730 -2.5467
H 1.0707 -2.7463 -1.4132
H 2.4531 -3.7569 -1.0178
H 2.6351 -0.0722 0.3025
Br -5.2774 -0.3775 -0.5041
C -4.3175 -0.1089 -2.1127
C -4.9809 0.2939 -3.2607
C -4.2603 0.4669 -4.4356
C -2.8922 0.2463 -4.4610
C -2.2410 -0.1315 -3.2893
C -2.9536 -0.3212 -2.1135
C -0.7773 -0.3457 -3.3481
O -0.1151 -0.5989 -4.3078
O -0.1572 -0.1433 -2.1397
H -6.0486 0.4611 -3.2413
H -4.7754 0.7717 -5.3361
H -2.3224 0.3662 -5.3714
H -2.4668 -0.6554 -1.2131
C -0.9528 3.3396 -3.8972
C -0.7310 3.8866 -2.5008
C -1.6933 5.0069 -2.1652
C 0.7155 4.2715 -2.2727
O -1.0862 2.7358 -1.6196
P -0.5619 2.3643 -0.2197
O 0.8703 1.7956 -0.1953
O -1.3696 1.1015 0.2221
O -0.7913 3.6159 0.6599
C -0.2436 3.9786 1.9912
C -1.2532 4.9626 2.5468
C 1.1089 4.6149 1.7472
C -0.1395 2.7418 2.8605
H -0.7538 4.1200 -4.6321
H -1.9855 3.0129 -4.0146
H -0.2866 2.5000 -4.0979
H -1.5046 5.8563 -2.8220
H -1.5696 5.3360 -1.1352
H -2.7217 4.6813 -2.3122
H 0.9898 5.0256 -3.0105
H 1.3765 3.4144 -2.4030
H 0.8733 4.7019 -1.2843
H -1.3707 5.8084 1.8724
H -0.9069 5.3386 3.5089
H -2.2239 4.4895 2.6870
H 1.0042 5.5153 1.1445
H 1.7821 3.9225 1.2414
H 1.5554 4.8970 2.7008
H -1.1005 2.2241 2.9015
H 0.1279 3.0441 3.8730
H 0.6475 2.0784 2.4938
```

Calculated values
- net charge = +2
- <S²> = 2.01
- E_HOMO (alpha / beta) (eV) = -12.977 / -12.975
- multiplicity = 3
- largest force on an atom (eV/Å) = 0.53

Which charges does natural (NBO) predict for the atoms? In e, they are: 1.734 -0.801 -0.185 -0.408 -0.423 -0.226 -0.576 0.677 -0.760 -0.771 0.811 -0.658 -0.712 0.399 0.425 0.261 0.237 0.231 0.227 0.210 0.210 0.226 0.463 0.430 0.424 0.422 0.427 -0.635 -0.233 -0.353 -0.209 -0.626 0.582 -0.695 -0.839 0.238 0.221 0.229 0.202 0.233 0.218 0.217 0.220 0.243 0.217 0.258 0.264 0.251 0.395 0.067 -0.092 -0.205 -0.193 -0.151 -0.195 -0.132 0.805 -0.522 -0.674 0.243 0.237 0.244 0.205 -0.630 0.303 -0.638 -0.656 -0.847 2.626 -1.078 -1.020 -0.843 0.298 -0.627 -0.642 -0.655 0.232 0.227 0.220 0.232 0.221 0.229 0.242 0.226 0.215 0.232 0.230 0.225 0.231 0.223 0.233 0.215 0.246 0.203

Entry 4:
Computed, not measured: a cluster of 14 separate species, C2H32O14 in total at a distorted geometry, with the ωB97M-V functional and the def2-TZVPD basis.

```
48
Properties=species:S:1:pos:R:3
O 10.3224 -6.5011 -9.1036
H 9.4592 -6.7893 -8.8070
H 10.9116 -6.7286 -8.3843
O 11.8092 -7.6231 -5.4064
H 12.6066 -7.9693 -5.0057
H 11.0969 -8.0632 -4.9424
O 3.9518 -1.9767 -1.4621
H 3.0210 -1.7592 -1.5125
H 3.9723 -2.8582 -1.0895
O 1.8158 -3.2749 -9.7076
H 1.3817 -4.1142 -9.8604
H 1.1074 -2.6314 -9.7266
O 8.6862 -13.0028 -9.3312
H 8.8519 -12.3327 -8.6681
H 9.0598 -13.8031 -8.9623
O 10.1238 -2.9398 -5.5919
H 10.2498 -3.8387 -5.2878
H 10.3729 -2.3964 -4.8444
O 1.2436 -7.0590 -5.0519
H 1.2512 -6.2270 -4.5787
H 1.5344 -7.7043 -4.4075
O 4.4305 -1.0616 -5.1773
H 5.3238 -1.2582 -5.4595
H 4.4613 -1.1239 -4.2226
O 5.0102 -5.5331 0.2133
H 5.5914 -6.1127 -0.2792
H 5.1600 -5.7654 1.1297
O 9.2484 -8.9891 -2.3515
H 9.3318 -8.4743 -1.5489
H 8.3722 -9.3713 -2.3015
O 7.0419 -8.3103 -12.2664
H 7.5582 -9.0557 -12.5732
H 7.3372 -8.1676 -11.3672
O 7.6768 -1.0909 -8.1902
H 7.8080 -0.1447 -8.1292
H 8.4004 -1.4664 -7.6885
O 5.0262 -12.2248 -7.7358
H 5.8525 -12.5389 -8.1029
H 5.0005 -12.5933 -6.8527
C 6.2796 -6.2009 -5.7894
C 6.0454 -6.4008 -7.2350
O 6.6560 -7.6433 -7.6181
H 5.7132 -5.3726 -5.3635
H 7.3569 -6.1161 -5.6466
H 6.0025 -7.1193 -5.2719
H 6.4417 -5.4801 -7.6632
H 5.0041 -6.3550 -7.5537
H 5.9648 -8.2760 -7.4093
```

Calculated values
- E_HOMO (eV) = -10.471
- multiplicity = 1
- largest force on an atom (eV/Å) = 1.40

Which charges does natural (NBO) predict for the atoms? In e, they are: -0.942 0.471 0.471 -0.945 0.470 0.475 -0.946 0.469 0.477 -0.932 0.466 0.466 -0.936 0.468 0.469 -0.940 0.473 0.467 -0.933 0.468 0.465 -0.943 0.471 0.472 -0.939 0.468 0.471 -0.939 0.469 0.470 -0.936 0.466 0.471 -0.939 0.465 0.475 -0.937 0.474 0.463 -0.622 -0.084 -0.727 0.216 0.206 0.187 0.183 0.171 0.469

Entry 5:
Computed, not measured: a cluster of 5 separate species, C13H32ClFN5O7PS in total at a distorted geometry, with the ωB97M-V functional and the def2-TZVPD basis.

```
61
Properties=species:S:1:pos:R:3
C 3.7797 -2.3318 0.2661
N 2.7123 -3.3300 0.5577
P 3.3192 -4.7025 1.4840
O 4.4982 -5.4855 0.5586
Cl 1.6954 -6.0394 1.6248
S 1.8104 -3.7767 -0.8239
O 0.3800 -3.6287 -0.4808
O 2.1449 -5.1004 -1.3559
F 2.1250 -2.6817 -2.0025
H 4.6366 -2.4094 0.9660
H 3.3499 -1.3113 0.3918
H 4.2037 -2.3985 -0.7504
H 5.2463 -5.5026 1.1634
C -2.0132 -1.6952 -0.1710
N -2.8694 -0.5209 -0.1406
C -4.1636 -0.4292 0.2603
C -4.8380 -1.6859 0.7437
O -4.7433 0.6476 0.2222
H -1.1417 -1.5112 0.4584
H -1.6788 -1.8591 -1.1961
H -2.5272 -2.5825 0.1830
H -2.4867 0.3577 -0.4506
H -5.8613 -1.4539 1.0273
H -4.8587 -2.4340 -0.0503
H -4.3175 -2.0835 1.6162
C -7.7370 1.7973 -1.0906
N -8.0776 2.4599 -2.3375
C -8.2783 3.7850 -2.5608
C -8.1386 4.7208 -1.3885
O -8.5610 4.1845 -3.6805
H -6.7914 1.2703 -1.2195
H -8.5188 1.0711 -0.8563
H -7.6433 2.4998 -0.2691
H -8.1872 1.8954 -3.1643
H -8.3266 5.7381 -1.7217
H -8.8649 4.4691 -0.6142
H -7.1275 4.6696 -0.9814
C 0.5080 3.1176 0.4994
N 1.6154 2.2964 0.9531
C 1.9860 1.0695 0.5133
C 1.1688 0.4441 -0.5866
O 2.9585 0.5075 1.0109
H 0.9004 4.0673 0.1320
H -0.1550 3.3136 1.3435
H -0.0553 2.6343 -0.2922
H 2.2046 2.6532 1.6887
H 1.5806 -0.5301 -0.8336
H 0.1370 0.3097 -0.2598
H 1.1986 1.0679 -1.4811
C 6.2075 1.4272 1.9229
N 6.6299 0.0407 1.9828
C 7.3361 -0.6689 1.0650
C 7.7608 0.0393 -0.1945
O 7.6051 -1.8438 1.2733
H 6.6303 1.9608 2.7771
H 5.1184 1.4516 1.9911
H 6.5241 1.9113 1.0044
H 6.3813 -0.4978 2.7972
H 8.3110 -0.6546 -0.8245
H 6.8860 0.3898 -0.7449
H 8.4118 0.8813 0.0455
```

Calculated values
- E_HOMO (eV) = -9.124
- SMILES string = CN(P(O)Cl)S(=O)(=O)F.CNC(C)=O.CNC(C)=O.CNC(C)=O.CNC(C)=O
- multiplicity = 1
- largest force on an atom (eV/Å) = 4.67

Which charges does natural (NBO) predict for the atoms? In e, they are: -0.488 -0.954 1.258 -0.958 -0.284 2.411 -0.892 -0.863 -0.477 0.236 0.277 0.214 0.502 -0.412 -0.616 0.677 -0.721 -0.649 0.201 0.207 0.219 0.392 0.243 0.230 0.230 -0.416 -0.614 0.672 -0.720 -0.636 0.221 0.189 0.212 0.398 0.242 0.225 0.227 -0.413 -0.603 0.688 -0.721 -0.661 0.203 0.206 0.213 0.402 0.244 0.226 0.235 -0.419 -0.611 0.673 -0.721 -0.644 0.193 0.220 0.209 0.401 0.246 0.226 0.228

Entry 6:
Computed, not measured: the molecule C8H15N3O5 at a distorted geometry, with the ωB97M-V functional and the def2-TZVPD basis.

```
31
Properties=species:S:1:pos:R:3
C 1.2438 -2.1298 -1.6228
C 1.1830 -2.1831 -0.1021
O 2.5569 -2.5898 0.1001
C 0.7754 -0.7889 0.3985
N 1.3032 0.2725 -0.2901
C 0.7375 1.3225 -1.0121
O 1.4051 2.3072 -1.3250
C -0.7975 1.2864 -1.1446
N -1.1494 0.6667 -2.3463
C -1.7200 0.9672 0.1115
C -2.1971 2.3019 0.6848
N -2.0309 2.3449 2.0673
O -2.8339 3.1654 0.1125
C 0.9831 -0.6584 1.8529
O 1.4029 0.3145 2.3783
O 0.6071 -1.7096 2.6543
H 1.4227 -3.1709 -1.9656
H 0.3272 -1.8072 -2.1306
H 2.0875 -1.4499 -1.8491
H 0.5282 -2.9139 0.3619
H 2.6528 -3.0383 0.9813
H -0.2541 -0.7334 0.1089
H 2.1998 0.4991 0.0297
H -1.0958 2.4078 -1.3509
H -0.7650 1.1614 -3.2049
H -1.8492 -0.0474 -2.4235
H -1.3762 0.4624 0.9213
H -2.5231 0.3227 -0.4357
H -1.3065 1.6962 2.3635
H -2.2772 3.2081 2.4958
H 0.7596 -1.4864 3.5806
```

Calculated values
- E_HOMO (eV) = -8.864
- SMILES string = C[C@@H](O)[C@H](NC(=O)[C@@H](N)CC(N)=O)C(=O)O
- multiplicity = 1
- largest force on an atom (eV/Å) = 4.97

Which charges does natural (NBO) predict for the atoms? In e, they are: -0.630 0.096 -0.733 -0.213 -0.612 0.690 -0.586 -0.148 -0.889 -0.505 0.677 -0.827 -0.593 0.790 -0.573 -0.707 0.222 0.212 0.236 0.186 0.475 0.253 0.406 0.232 0.405 0.388 0.195 0.248 0.390 0.411 0.504